#A
Here is an isolated molecule of C3H5NO3 from the Open Molecules 2025 dataset. Energies are from the ωB97M-V functional and the def2-TZVPD basis.

Positions of all 12 atoms, in Å:
H: 0.643 -0.006 -1.907
O: 1.946 -1.409 0.339
H: -1.200 1.359 -0.359
H: -1.344 -1.231 1.106
N: -0.809 0.542 0.079
H: 0.694 0.520 1.557
O: -2.777 -0.557 -0.075
C: 0.593 0.572 0.474
O: 1.485 -0.348 -1.568
H: 1.004 1.552 0.220
C: 1.415 -0.503 -0.222
C: -1.649 -0.490 0.356

Calculated values
LUMO   0.422 eV

=====

#B
Here is an isolated molecule of C3H5NO3 from the Open Molecules 2025 dataset. Energies are from the ωB97M-V functional and the def2-TZVPD basis.

Positions of all 12 atoms, in Å:
O: 1.412 0.529 -0.037
H: -1.862 -1.766 0.454
H: -1.298 -0.710 -0.808
C: -0.612 -0.301 1.084
O: 0.378 -0.084 -1.954
C: 1.372 0.077 -1.288
C: 0.156 0.915 0.551
H: -0.429 1.478 -0.183
N: -1.431 -0.896 0.177
H: 0.421 1.542 1.400
O: -0.500 -0.657 2.242
H: 2.393 -0.128 -1.636

Calculated values
LUMO   0.814 eV

=====

#C
Here is an isolated molecule of C3H5NO3 from the Open Molecules 2025 dataset. Energies are from the ωB97M-V functional and the def2-TZVPD basis.

Positions of all 12 atoms, in Å:
H: -1.088 -0.387 -0.597
C: -0.338 -0.551 1.358
N: 0.808 0.625 -0.476
H: 0.229 -1.443 -0.452
C: 0.410 1.385 -1.561
H: 1.764 0.345 -0.643
O: 1.208 1.980 -2.252
C: -0.105 -0.453 -0.122
H: -0.676 1.471 -1.724
O: 0.384 -0.049 2.180
H: -1.184 -1.626 2.571
O: -1.413 -1.297 1.718

Calculated values
LUMO   0.500 eV

=====

Taking the most stable structure as the zero point, the relative energies in kJ/mol are #A 34.9; #B 0.0; #C 21.9.

=====

#A
Here is a cluster of 2 separate species, C2H11N3 in total from the Open Molecules 2025 dataset. Energies are from the ωB97M-V functional and the def2-TZVPD basis.

Positions of all 16 atoms, in Å:
H: 1.545 1.185 2.122
H: -1.766 -0.770 1.284
H: -1.134 1.174 -0.084
C: -1.647 0.293 -0.530
N: 1.229 0.804 1.170
C: 2.287 -0.090 0.518
N: -1.127 0.016 -1.956
H: 0.545 0.118 1.525
H: -2.686 0.616 -0.698
N: -1.584 -0.903 0.284
H: -2.042 -1.711 -0.132
H: -0.947 0.912 -2.461
H: 3.344 -0.049 0.786
H: 1.935 -1.130 0.601
H: -0.199 -0.484 -1.829
H: 2.247 0.021 -0.598

Calculated values
LUMO   1.069 eV

=====

#B
Here is a cluster of 2 separate species, C2H11N3 in total from the Open Molecules 2025 dataset. Energies are from the ωB97M-V functional and the def2-TZVPD basis.

Positions of all 16 atoms, in Å:
H: 1.002 0.467 -2.455
H: -0.062 0.728 -1.248
H: -0.370 -2.183 2.079
H: -0.918 -2.825 0.543
C: 1.776 1.343 -0.837
H: -0.950 -1.032 0.884
H: -3.061 -2.766 1.556
C: -1.129 -2.041 1.276
H: -3.021 -1.175 1.649
H: 2.746 1.160 -1.325
N: 1.580 2.799 -0.924
H: 0.936 2.991 -1.706
H: 2.001 1.095 0.210
N: -2.461 -2.013 1.851
H: 1.064 3.096 -0.105
N: 0.867 0.357 -1.448

Calculated values
LUMO   0.920 eV

=====

Taking the most stable structure as the zero point, the relative energies in kJ/mol are #A 25.5; #B 0.0.

=====

#A
Here is an isolated molecule of C2H2N4O2 from the Open Molecules 2025 dataset. Energies are from the ωB97M-V functional and the def2-TZVPD basis.

Positions of all 10 atoms, in Å:
H: 0.403 0.629 -2.219
N: -0.906 0.034 0.002
O: -0.622 0.431 1.482
C: 0.305 -0.696 -0.286
C: -0.838 1.360 -0.747
N: 0.441 -0.577 1.966
N: 0.046 1.552 -1.919
N: 0.814 -1.228 1.007
H: -1.184 2.262 -0.129
O: 0.774 -1.098 -1.338

Calculated values
LUMO   -1.245 eV

=====

#B
Here is an isolated molecule of C2H2N4O2 from the Open Molecules 2025 dataset. Energies are from the ωB97M-V functional and the def2-TZVPD basis.

Positions of all 10 atoms, in Å:
N: 1.202 1.446 0.208
O: -2.351 -0.446 -0.137
H: 2.004 -1.721 -0.174
C: -1.160 0.133 -0.028
C: 1.204 -0.020 0.057
O: -0.090 -0.719 0.729
H: -2.126 -1.328 -0.091
N: -1.016 1.391 -0.317
N: 0.118 2.019 0.187
N: 2.215 -0.752 -0.433

Calculated values
LUMO   -1.039 eV

=====

#C
Here is an isolated molecule of C2H2N4O2 from the Open Molecules 2025 dataset. Energies are from the ωB97M-V functional and the def2-TZVPD basis.

Positions of all 10 atoms, in Å:
N: -0.776 -0.650 -1.516
C: 0.535 -0.589 0.291
O: -1.434 2.160 0.122
N: -1.024 0.559 -1.453
N: -0.198 -1.377 -0.481
C: -0.817 1.215 -0.229
H: 1.174 -2.179 0.899
O: 1.464 -1.189 0.967
N: 0.388 0.724 0.295
H: 0.689 1.327 1.105

Calculated values
LUMO   0.045 eV

=====

#D
Here is an isolated molecule of C2H2N4O2 from the Open Molecules 2025 dataset. Energies are from the ωB97M-V functional and the def2-TZVPD basis.

Positions of all 10 atoms, in Å:
C: -0.323 -0.664 1.310
N: -0.978 0.086 0.365
O: 0.940 -0.403 1.550
N: -0.339 0.679 -2.005
C: -0.038 0.348 -0.829
H: -1.926 -0.222 -0.020
H: 0.307 1.139 -2.542
N: 1.369 0.546 -0.406
N: 1.774 0.217 0.751
O: -0.785 -1.725 1.826

Calculated values
LUMO   -1.003 eV

=====

Taking the most stable structure as the zero point, the relative energies in kJ/mol are #A 407.8; #B 235.2; #C 0.0; #D 141.5.

=====

#A
Here is an isolated molecule of C2H2N4O2 from the Open Molecules 2025 dataset. Energies are from the ωB97M-V functional and the def2-TZVPD basis.

Positions of all 10 atoms, in Å:
N: 1.764 0.861 -0.211
C: 0.109 -0.451 0.195
N: 2.258 -0.316 -0.134
O: -2.158 0.853 -0.033
H: -3.094 -0.834 -0.207
N: 1.329 -1.218 0.068
H: 2.541 1.557 0.203
C: -2.148 -0.309 -0.116
O: 0.417 0.866 0.233
N: -1.018 -1.009 0.002

Calculated values
LUMO   -0.622 eV

=====

#B
Here is an isolated molecule of C2H2N4O2 from the Open Molecules 2025 dataset. Energies are from the ωB97M-V functional and the def2-TZVPD basis.

Positions of all 10 atoms, in Å:
N: -0.650 0.860 -0.009
O: 0.720 -1.004 -0.020
N: -2.112 0.935 0.003
N: -2.515 -0.270 -0.049
O: 2.088 0.804 -0.009
H: -0.110 1.733 -0.007
C: 1.929 -0.382 -0.056
H: 2.637 -1.099 0.133
N: -1.559 -1.145 0.009
C: -0.426 -0.432 0.004

Calculated values
LUMO   0.076 eV

=====

Taking the most stable structure as the zero point, the relative energies in kJ/mol are #A 212.1; #B 0.0.

=====

#A
Here is an isolated molecule of C2H2N4O2 from the Open Molecules 2025 dataset. Energies are from the ωB97M-V functional and the def2-TZVPD basis.

Positions of all 10 atoms, in Å:
C: -0.350 0.241 -0.453
N: -1.125 -0.094 2.332
N: 0.491 -0.002 1.977
C: 0.555 -0.231 0.680
N: -0.050 0.035 -1.667
O: -1.378 1.130 0.092
N: -1.759 0.477 1.504
H: 1.661 -0.150 0.502
O: 1.042 -0.669 -1.976
H: 0.913 -0.736 -2.991

Calculated values
LUMO   -0.792 eV

=====

#B
Here is an isolated molecule of C2H2N4O2 from the Open Molecules 2025 dataset. Energies are from the ωB97M-V functional and the def2-TZVPD basis.

Positions of all 10 atoms, in Å:
N: -2.485 -0.074 0.105
H: -2.166 0.869 0.223
N: 1.930 -0.729 0.059
C: -1.556 -0.896 -0.110
H: -1.703 -1.993 -0.158
O: -0.291 1.862 -0.030
C: 0.322 0.806 -0.024
O: 1.652 0.624 -0.005
N: -0.186 -0.473 -0.054
N: 0.796 -1.328 0.036

Calculated values
LUMO   -0.002 eV

=====

#C
Here is an isolated molecule of C2H2N4O2 from the Open Molecules 2025 dataset. Energies are from the ωB97M-V functional and the def2-TZVPD basis.

Positions of all 10 atoms, in Å:
H: 0.552 1.513 -1.695
N: -0.069 1.161 0.155
O: -0.636 0.235 2.164
H: -0.142 -2.293 0.143
N: 0.516 -0.340 -1.575
C: -0.166 -1.254 0.470
N: -0.527 -1.029 1.683
O: 0.686 0.762 -2.325
C: 0.177 -0.143 -0.369
N: -0.392 1.388 1.349

Calculated values
LUMO   -0.979 eV

=====

Taking the most stable structure as the zero point, the relative energies in kJ/mol are #A 508.7; #B 0.0; #C 348.9.

=====

#A
Here is a cluster of 6 separate species, C6H23NO6 in total from the Open Molecules 2025 dataset. Energies are from the ωB97M-V functional and the def2-TZVPD basis.

Positions of all 36 atoms, in Å:
C: -2.302 -2.740 0.071
H: -0.207 -1.457 1.190
H: 2.561 -0.254 0.673
H: -1.943 0.969 -3.546
H: -3.264 -2.295 0.300
C: 1.589 0.233 0.564
O: 1.599 2.640 0.450
H: 4.645 1.804 -0.521
H: -0.946 0.038 0.592
H: -0.048 1.894 2.283
C: 1.497 -1.625 -1.116
C: -0.475 -0.933 0.264
H: -0.877 -1.671 4.219
H: -2.309 3.168 -1.571
H: 1.069 -2.611 -0.820
H: -2.648 0.364 -2.306
H: 2.265 1.664 -1.120
H: 0.465 3.326 2.823
N: 0.807 -0.513 -0.407
O: -1.470 3.300 -1.120
O: 4.454 1.599 -1.448
H: -2.136 -1.208 3.431
H: -1.677 3.814 -0.333
C: -1.330 -1.804 -0.675
H: -1.966 -2.866 1.116
H: 2.574 -1.561 -0.901
H: -1.931 -1.043 -1.135
H: -2.537 -3.691 -0.393
O: 0.581 2.373 2.818
H: 1.246 0.397 1.590
H: 3.652 2.125 -1.498
H: -0.793 -2.348 -1.449
O: -1.214 -1.469 3.342
O: -2.203 0.139 -3.132
C: 1.894 1.596 -0.068
H: 1.377 -1.351 -2.165

Calculated values
LUMO   0.253 eV

=====

#B
Here is a cluster of 6 separate species, C6H23NO6 in total from the Open Molecules 2025 dataset. Energies are from the ωB97M-V functional and the def2-TZVPD basis.

Positions of all 36 atoms, in Å:
H: -1.111 0.786 1.312
H: 3.642 0.850 -2.015
C: 0.688 -2.357 -0.135
O: 2.301 -1.416 2.653
H: 2.065 -0.651 2.127
H: -2.908 0.000 -0.465
H: 4.114 0.013 -0.823
O: -0.531 -4.809 -1.379
H: -1.990 1.682 -1.224
O: 1.822 -2.502 0.252
H: -2.374 3.801 -0.109
H: -2.099 -0.745 -1.924
C: -0.643 0.811 0.321
C: -1.187 1.948 -0.550
H: 1.114 2.275 -2.526
H: -0.309 -5.066 -0.472
H: 0.434 0.859 0.500
H: 0.267 -4.302 -1.566
H: -0.311 2.192 -1.138
H: -1.178 -2.249 0.822
O: 3.471 0.032 -1.538
N: -0.849 -0.527 -0.309
H: -0.707 3.898 0.373
C: -2.213 -0.747 -0.840
H: 1.216 1.391 -3.782
H: 3.204 -1.693 2.527
O: 0.623 1.968 -3.288
H: -0.658 1.508 4.322
H: 0.468 -2.715 -1.146
H: -1.675 2.944 1.316
H: 0.039 -1.272 1.581
C: -0.362 -1.546 0.606
H: -2.535 -1.754 -0.570
O: -0.450 1.726 3.409
H: 0.167 2.465 3.423
C: -1.544 3.204 0.258

Calculated values
LUMO   0.255 eV

=====

Taking the most stable structure as the zero point, the relative energies in kJ/mol are #A 44.2; #B 0.0.